The following is a quantum chemistry calculation of 15 unconnected molecules or ions with the total composition C5H39NO15 in a non-equilibrium geometry, from OMol25.

As for the molar mass: 353.36 g mol⁻¹. Its charge is +1. The LUMO energy (alpha / beta) is -2.989 / -8.004 eV. Its strongest force on any atom is 7.2 eV/Å. The HOMO energy (alpha / beta) is -13.70 / -13.70 eV. The spin multiplicity is 2. The expectation value of S² is 0.754.

Last column: Mulliken charge in e.
Cartesian coordinates (Å):
N 0.54007 0.29019 1.21313  0.6963
C 1.97818 0.44760 1.57162  -0.5939
C 2.63673 -0.46576 0.55977  -0.5933
C 1.52598 -0.78199 -0.48713  1.3482
C 0.38466 0.18329 -0.17392  0.1051
C -1.10265 -0.17509 -0.57358  -0.0843
O -1.67339 1.10464 -0.86693  -0.6639
H 0.16036 1.05246 1.62661  -0.0097
H 2.21694 0.10667 2.61646  0.3721
H 2.31989 1.45185 1.52978  0.3362
H 3.02811 -1.35401 0.94621  0.4477
H 3.61673 -0.09097 0.08951  0.3114
H 1.95408 -0.57365 -1.55514  -0.6535
H 1.02036 -1.73767 -0.45014  -0.4757
H 0.72956 1.21887 -0.49741  -0.5506
H -0.84187 -0.65479 -1.59865  0.2613
H -1.64817 -0.85614 -0.02543  0.4732
H -1.59380 1.68041 -0.00445  0.3633
H -1.73382 -1.09240 3.37537  0.3730
H -0.89882 -0.66733 4.36113  0.2817
O -1.20674 -0.19554 3.67567  -0.7710
H 1.20811 -0.70152 -3.88052  0.4497
H 0.80362 0.22588 -2.82560  0.0945
O 0.66134 0.09982 -3.77379  -0.7281
H -2.31726 -1.90288 -4.04427  0.2713
H -1.13341 -1.02108 -4.07740  0.3092
O -1.43992 -1.94056 -4.00465  -0.6049
H -0.61123 2.50020 -1.88495  0.3165
H 0.40006 3.35634 -2.48888  0.2805
O 0.16267 3.20040 -1.63712  -0.5959
H -2.24650 -2.22438 0.56950  0.3682
H -1.62013 -2.74165 1.84295  0.4001
O -2.48755 -2.55128 1.48089  -0.6443
H 0.12566 -1.56905 2.56209  0.3874
H 0.51469 -2.85263 3.29647  0.2378
O -0.16349 -2.40653 2.86404  -0.6292
H 3.53818 -1.15472 -2.57922  0.3473
H 3.92405 0.26563 -3.01504  0.2626
O 3.62790 -0.51213 -3.26765  -0.5718
H -2.44512 2.79306 2.29542  0.3953
H -1.80169 3.62782 1.25806  0.2412
O -2.37446 2.92400 1.36716  -0.6586
H 1.42667 -3.63445 -0.26978  0.3187
H 0.84424 -4.03264 -1.34779  0.4665
O 1.68479 -4.30013 -0.94025  -0.6546
H 1.59762 3.65188 -0.61288  0.3755
H 1.23409 4.78515 0.35534  0.3181
O 1.91587 4.15938 0.23288  -0.7491
H -2.09049 1.35423 3.92361  0.4728
H -1.00018 2.39140 4.32921  0.2797
O -1.95976 2.35612 3.99364  -0.7165
H -3.06166 -0.84027 -1.68094  0.3163
H -4.57047 -1.12410 -2.01348  0.2866
O -3.69559 -1.52836 -2.03053  -0.6060
H 0.74831 3.81250 2.56967  0.2872
H 1.55828 2.97695 1.60477  0.3445
O 0.82247 2.88342 2.29775  -0.6241
H -0.78943 -2.87474 -2.62849  0.3574
H -1.63836 -3.29448 -1.49848  0.2990
O -0.76426 -3.04724 -1.67425  -0.6742


The following is a quantum chemistry calculation of a molecular structure, C36H41N4Rh, from OMol25.

As for the molar mass: 632.66 g mol⁻¹. Its charge is +2. The LUMO energy is -6.534 eV. Its strongest force on any atom is 0.5 eV/Å. The HOMO energy is -13.45 eV.

Last column: Mulliken charge in e.
Cartesian coordinates (Å):
Rh 1.10881 0.95246 -0.60624  -0.1608
N 3.15902 0.94805 -0.77963  -0.1411
C 4.00803 2.01803 -0.22836  0.9898
C 5.31297 1.64154 0.05689  -0.6987
C 6.22943 2.56485 0.51959  -0.7580
C 5.81968 3.88298 0.66066  -0.8449
C 4.52060 4.24415 0.35666  -1.4818
C 3.55256 3.32509 -0.07612  0.7243
C 2.18215 3.78543 -0.46578  1.6778
C 1.87445 5.15001 -0.46163  -0.6678
C 0.70814 5.64989 -1.01836  -1.1527
C -0.17537 4.78834 -1.64947  -0.6860
C 0.06420 3.42351 -1.58096  -0.7772
C 1.19262 2.92051 -0.94411  0.4469
H 3.42858 0.80167 -1.75417  0.4108
H 3.44712 0.09540 -0.30213  0.4394
H 5.61498 0.60984 -0.09077  0.4331
H 7.24275 2.26685 0.74827  0.4203
H 6.51857 4.63832 0.99226  0.4460
H 4.26930 5.28730 0.44562  0.3491
H 2.56208 5.85917 -0.03115  0.4118
H 0.51348 6.71319 -0.99104  0.4417
H -1.05084 5.16288 -2.16264  0.4758
H -0.64641 2.74556 -2.04029  0.6450
C -5.44246 -1.26533 0.72039  -1.4994
C -5.17532 -0.26738 -0.41922  1.7865
C -5.52972 -0.91346 -1.76662  -1.5890
C -6.04877 0.97109 -0.21906  -2.0565
C -3.69624 0.07794 -0.39457  0.7244
C -3.20655 1.32468 -0.02497  -0.8551
C -1.84807 1.56522 -0.05362  -0.5837
N -0.94448 0.64812 -0.40726  -0.1927
C -1.38886 -0.59950 -0.69713  -0.9779
C -2.73802 -0.88462 -0.72098  0.0776
C -0.36190 -1.63680 -0.98119  -0.3659
C -0.66449 -2.98290 -1.04441  0.7241
C 0.32082 -3.93270 -1.32577  0.5521
C 1.60894 -3.44727 -1.53524  -0.6414
C 1.84874 -2.09280 -1.43175  -0.7220
N 0.90012 -1.19639 -1.15273  -0.3916
C -0.04015 -5.40598 -1.41554  1.8440
C 1.19578 -6.28453 -1.60610  -2.1060
C -0.76143 -5.83344 -0.12851  -1.5874
C -0.97847 -5.58785 -2.62090  -1.5266
H -6.50125 -1.52468 0.73408  0.4418
H -5.18603 -0.83663 1.69050  0.3803
H -4.87462 -2.18833 0.58971  0.3331
H -6.59903 -1.12169 -1.79382  0.4669
H -5.01326 -1.86118 -1.92350  0.3389
H -5.29542 -0.24911 -2.59993  0.3806
H -7.09708 0.68648 -0.29951  0.4252
H -5.85484 1.73134 -0.97817  0.4542
H -5.91090 1.41466 0.76858  0.3850
H -3.86539 2.12971 0.26344  0.5391
H -1.46662 2.54568 0.19203  0.3772
H -3.06126 -1.87313 -1.00693  0.4200
H -1.67519 -3.31440 -0.86490  0.3791
H 2.42996 -4.10810 -1.76844  0.5521
H 2.84952 -1.70900 -1.59365  0.4691
H 1.91152 -6.16378 -0.79046  0.4523
H 1.70029 -6.08171 -2.55245  0.4205
H 0.89144 -7.33024 -1.62138  0.4180
H -0.13412 -5.67356 0.75009  0.3760
H -0.99519 -6.89639 -0.18471  0.4711
H -1.70316 -5.30275 0.01671  0.3309
H -0.50310 -5.26009 -3.54657  0.3919
H -1.91020 -5.03340 -2.49637  0.3313
H -1.23170 -6.64289 -2.72608  0.4442
C 1.66157 1.86974 5.58314  -1.4627
C 1.52450 1.68893 4.10466  1.0617
C 2.03142 0.57160 3.44589  -0.9911
C 1.88206 0.45040 2.08353  -0.3927
N 1.27187 1.38415 1.33363  0.4604
C 0.76346 2.46167 1.95503  0.0287
C 0.87146 2.63334 3.31699  -1.0090
H 2.23193 1.06316 6.03693  0.3706
H 0.67666 1.90479 6.05112  0.3591
H 2.15778 2.81527 5.80458  0.3609
H 2.54088 -0.21155 3.99044  0.4219
H 2.24245 -0.42973 1.56595  0.3897
H 0.28668 3.20651 1.33640  0.3546
H 0.44654 3.52374 3.76155  0.5128


The following is a quantum chemistry calculation of 2 unconnected molecules or ions with the total composition C9H17N2O in a non-equilibrium geometry, from OMol25.

As for the molar mass: 169.25 g mol⁻¹. Its charge is +1. The LUMO energy (alpha / beta) is -4.547 / -4.546 eV. Its strongest force on any atom is 4.6 eV/Å. The HOMO energy (alpha / beta) is -13.00 / -12.98 eV.

Last column: Mulliken charge in e.
Cartesian coordinates (Å):
C -1.52144 1.83271 1.15990  -0.1831
C -2.88147 2.05548 0.88791  -0.4736
C 3.09665 -0.33303 -0.33921  -0.6977
C 1.89119 -1.22379 -0.92193  -0.8483
C 2.82070 0.24214 1.06568  -0.7387
C 0.58338 -0.51007 -0.68638  -0.2488
C 1.48734 0.90340 1.12475  -0.9917
C 0.29402 -0.01416 0.76813  1.2202
C -0.88231 0.75939 0.75255  -0.3276
N -2.63050 0.43607 -0.55896  -0.4310
N -3.00165 -1.95221 -1.39789  -0.7743
O -3.41977 1.26816 0.02170  -0.0960
H -0.95856 2.53263 1.69736  0.4490
H -3.52187 2.73018 1.31493  0.4926
H 3.95614 -0.92870 -0.42187  0.4067
H 3.04860 0.50431 -1.11288  0.2847
H 2.12895 -1.25076 -1.95593  0.3708
H 1.92434 -2.34514 -0.63449  0.3396
H 3.08903 -0.44334 1.85765  0.4133
H 3.62124 1.11273 1.22251  0.2754
H 0.50307 0.36648 -1.44149  0.3392
H -0.29476 -1.14117 -1.02329  -0.0779
H 1.29268 1.26698 2.20263  0.3410
H 1.31608 1.76789 0.50387  0.4703
H 0.14810 -0.80686 1.40622  0.3069
H -2.95058 -0.34683 -1.22650  0.4092
H -2.79390 -2.26202 -2.32414  0.2371
H -4.02640 -2.12296 -1.26912  0.2611
H -2.31828 -2.09750 -0.67173  0.2717


The following is a quantum chemistry calculation of a molecular structure, C17H21DyF3N2O6 in a non-equilibrium geometry, from OMol25.

As for the molar mass: 568.86 g mol⁻¹. Its charge is +3. The LUMO energy (alpha / beta) is -11.834 / -11.669 eV. Its strongest force on any atom is 10.6 eV/Å. The HOMO energy (alpha / beta) is -17.62 / -17.71 eV. The spin multiplicity is 6. The expectation value of S² is 9.826.

Last column: Mulliken charge in e.
Cartesian coordinates (Å):
N 5.83795 0.45234 -0.09892  -0.5400
C 4.82798 -0.67613 0.05820  -0.1997
C 3.34887 -0.26909 -0.52580  -0.2460
O 3.53719 0.47824 -1.81382  -0.4713
C 2.40550 -1.62468 -0.79109  -0.3051
C 0.84880 -1.08124 -0.94053  0.6220
O 0.32259 -1.84810 -2.09108  -0.4480
C 0.28987 -3.24292 -1.54003  0.4528
O 0.55720 -4.36162 -2.22495  -0.4439
O -0.09727 -3.07051 -0.10942  -0.3931
C -0.27147 -1.60712 0.17626  0.7586
C 0.27927 -1.51984 1.71542  -0.8250
C -0.28519 -0.26494 2.59951  -0.6111
C -0.46950 1.14674 1.72867  0.2489
O 0.65932 1.69804 1.28471  -0.4441
N -1.87260 1.66718 1.60312  -0.0639
C -2.14028 2.46782 0.36125  0.7274
C -3.41300 3.55040 0.45234  -0.4716
C -3.86288 4.46520 -0.85245  -0.3166
C -3.07217 4.35700 -2.32183  -0.3813
C -1.80368 3.30910 -2.38411  -0.3904
C -1.38085 2.38615 -1.08395  -0.1141
C -1.86542 -1.41324 -0.15366  -0.5584
O -2.76547 -1.54241 1.00190  -0.3300
C -4.01957 -2.23333 0.66600  0.8792
F -4.95956 -1.96895 1.81864  -0.2227
F -3.79673 -3.70546 0.66910  -0.1996
F -4.71322 -1.71860 -0.54061  -0.1970
H 5.32439 1.32931 0.18305  0.2735
H 6.52933 0.30434 0.68953  0.3041
H 5.25693 -1.59796 -0.52377  0.2349
H 4.69608 -0.87976 1.20897  0.0321
H 2.81168 0.48234 0.20347  0.2812
H 4.12920 -0.07992 -2.40160  0.4245
H 2.55002 -2.38734 0.09176  -0.2578
H 2.79463 -2.05053 -1.83549  0.4651
H 1.01439 0.07308 -1.03602  0.0760
H -0.10150 -2.51054 2.26148  0.8293
H 1.45012 -1.53119 1.82770  -0.8679
H 0.42836 -0.08842 3.53990  0.4722
H -1.33776 -0.55691 3.03348  0.3504
H -2.18218 2.17489 2.48621  0.4131
H -4.01282 3.63330 1.48119  0.2968
H -4.75834 5.21054 -0.71128  0.3778
H -3.43567 5.01943 -3.24370  0.3831
H -1.21314 3.20473 -3.39216  0.3744
H -0.48099 1.65085 -1.22225  0.2304
H -1.99275 -0.36429 -0.69268  0.0301
H -2.23610 -2.21439 -0.95708  0.5125
Dy 2.64044 -2.65156 2.34644  2.2482


The following is a quantum chemistry calculation of a single C5H10O4 molecule in a non-equilibrium geometry, from OMol25.

As for the molar mass: 134.13 g mol⁻¹. Its charge is 0. The LUMO energy is 0.729 eV. Its strongest force on any atom is 2.1 eV/Å. As for the SMILES: C[C@@H]1O[C@H](O)[C@H](O)[C@@H]1O. The HOMO energy is -10.09 eV.

Last column: Mulliken charge in e.
Cartesian coordinates (Å):
C -0.53785 0.48746 2.17638  -1.4252
C -0.43140 -0.55343 1.06888  0.2649
C 1.29534 -0.59085 -0.54269  -0.2666
C -0.02102 -0.73446 -1.33956  0.1751
C -0.89651 -0.07768 -0.28437  -0.5142
H -0.12870 0.09631 3.06073  0.4399
H -1.58009 0.79017 2.32882  0.3287
H 0.13455 1.29980 2.00797  0.3283
H -0.92290 -1.48494 1.38461  0.3647
H 2.13233 -1.20323 -0.84324  0.4360
H 1.85533 0.99953 -1.47072  0.3406
H -0.39941 -1.79963 -1.51201  0.3309
H -0.62876 0.55072 -2.60579  0.3666
H -1.95162 -0.32320 -0.44837  0.4842
H 0.12799 1.55982 -0.17949  0.4996
O 0.96015 -0.91353 0.79801  -0.4475
O 1.74465 0.75568 -0.55186  -0.5368
O 0.01016 -0.16819 -2.64496  -0.5462
O -0.76224 1.30965 -0.40235  -0.6230


The following is a quantum chemistry calculation of a gas-phase ion, C6H10 (charge -1) in a non-equilibrium geometry, from OMol25.

As for the molar mass: 82.15 g mol⁻¹. Its charge is -1. The LUMO energy (alpha / beta) is 4.289 / 4.177 eV. Its strongest force on any atom is 3.9 eV/Å. The HOMO energy (alpha / beta) is 1.41 / -3.66 eV. The spin multiplicity is 2. The expectation value of S² is 0.753.

Last column: Mulliken charge in e.
Cartesian coordinates (Å):
C 1.10327 1.30164 -0.52610  -0.8039
C 2.10824 1.38975 0.36444  -0.9105
C -0.81274 0.20671 0.34598  -0.5006
C 0.22693 0.07922 -0.51115  0.5603
C 0.34213 -1.17774 -1.25213  -1.1698
C -1.96308 -0.55311 1.06433  -1.2105
H 0.47931 1.95421 -1.21746  0.4253
H 2.25409 0.57056 0.95994  0.2753
H 2.84548 2.07596 0.61626  0.4222
H -0.78467 1.03775 1.06131  0.0506
H 0.67535 -2.01281 -0.70097  0.2793
H 0.95687 -1.17215 -2.18369  0.3545
H -0.65608 -1.54993 -1.69811  0.2391
H -1.63515 -1.01989 1.97299  0.2938
H -2.50220 -1.33670 0.50292  0.3030
H -2.63774 0.20652 1.20145  0.3919


The following is a quantum chemistry calculation of 11 unconnected molecules or ions with the total composition C4H31N2O11 in a non-equilibrium geometry, from OMol25.

As for the molar mass: 283.29 g mol⁻¹. Its charge is +1. The LUMO energy is -2.328 eV. Its strongest force on any atom is 3.0 eV/Å. The HOMO energy is -12.62 eV.

Last column: Mulliken charge in e.
Cartesian coordinates (Å):
N 1.39087 -0.68944 0.82784  -0.0428
C 0.17668 -0.51975 -0.13296  1.1827
C -0.86065 0.21083 0.69478  -1.4780
C 0.72088 0.30734 -1.31486  -0.3255
N 0.56820 -0.26047 -2.53040  0.0118
C 0.31697 -1.63539 -2.91345  -0.8294
O 0.94643 1.51303 -1.33665  -0.6079
H 2.15885 -1.25099 0.42190  0.4759
H 1.66227 0.23398 1.18109  0.0364
H 1.08826 -1.33095 1.59308  0.3492
H -0.10643 -1.58968 -0.44531  0.4513
H -1.12363 1.27666 0.66893  0.2994
H -1.88180 -0.04195 0.32825  -0.0597
H -0.81251 0.10971 1.79176  0.4941
H 0.97520 0.36715 -3.22236  0.3196
H -0.69145 -1.91082 -2.56180  0.1539
H 1.03374 -2.42617 -2.72372  0.3193
H 0.09228 -1.73223 -3.99465  0.3597
H -3.11360 -2.19240 -0.91255  0.3912
H -2.21925 -3.38362 -0.68805  0.3231
O -2.89699 -2.86691 -0.23525  -0.7612
H 3.19944 2.12185 0.39413  0.4195
H 3.58751 1.30520 1.55328  0.2962
O 3.69061 1.29725 0.58680  -0.6450
H -2.84148 3.55664 -1.01759  0.2674
H -1.78541 2.36019 -0.90102  0.3202
O -2.68690 2.64996 -0.74638  -0.5904
H -1.96061 -2.83888 1.14380  0.4348
H -1.30847 -4.02133 1.99068  0.2698
O -1.32587 -3.06778 1.86503  -0.6479
H 1.95943 1.86955 3.86958  0.2578
H 2.39886 3.18179 3.04177  0.3202
O 2.12978 2.25753 3.00868  -0.5808
H -3.54158 -0.43401 -1.18167  0.4373
H -3.85342 -0.63869 -2.72828  0.2590
O -3.27009 -0.89067 -2.00830  -0.6562
H 1.64865 3.93949 -0.23051  0.2802
H 1.45180 2.86993 1.02910  0.3398
O 1.97989 3.52296 0.56388  -0.6778
H -0.24392 -2.10318 3.25815  0.2728
H 0.80807 -1.84897 4.13732  0.2925
O 0.61302 -1.63372 3.21226  -0.6280
H 3.66030 0.00125 -1.14606  0.2712
H 3.90157 -1.29561 -1.81123  0.2656
O 3.20689 -0.83964 -1.30851  -0.5673
H -4.34620 0.32610 0.99898  0.2256
H -4.15501 1.45753 -0.03611  0.2851
O -3.86053 0.57281 0.20530  -0.5848